C3H9N2 | the ωB97M-V functional and the def2-TZVPD basis

Last column: natural (NBO) charge in e.
Geometry (Å):
C  1.4260  -2.0155  -0.6441  0.0401
N  1.9921  -0.8838  -0.4626  -0.7065
H  2.0650  -2.8958  -0.6813  0.1780
H  0.3443  -2.1815  -0.6769  0.1787
H  1.0052  0.5934  0.1023  0.4740
H  2.8142  -1.0457  0.1219  0.3800
C  -2.2791  1.0222  0.0724  -0.3426
C  -1.1572  0.4963  0.5442  -0.0660
N  0.1340  1.1743  0.2080  -0.7223
H  -2.3185  1.5576  -0.8789  0.2253
H  -3.2175  0.8792  0.6089  0.2556
H  -0.9908  -0.1886  1.3646  0.2301
H  -0.0798  1.6626  -0.6640  0.4368
H  0.2623  1.8252  0.9857  0.4387

Cartesian forces (eV/Å) of the 3 atoms listed first:
C 0.8 -0.1 0.3
N -1.7 0.0 1.9
H -0.3 -0.4 0.4

* frontier orbital gap: 10.9 eV
* energy relative to the best compared isomer or geometry (same formula, charge and spin): 61.7 kcal/mol
* total charge: +1


C3H9N2O | the ωB97M-V functional and the def2-TZVPD basis

Last column: natural (NBO) charge in e.
Geometry (Å):
C  -0.5866  0.5982  -1.0375  -0.4969
C  0.1131  -1.6484  -0.9121  -0.4667
C  0.7620  0.8255  2.0980  -0.4852
N  0.4949  -0.2180  -0.8069  -0.4952
N  -0.2554  -0.2275  1.8596  -0.1456
O  -1.3646  0.2400  1.4639  -0.5255
H  -0.1115  1.5707  -1.1664  0.1881
H  -1.5279  0.2699  -1.6846  0.1376
H  -1.2394  0.6436  0.0476  0.2730
H  -0.4511  -1.6942  -1.9282  0.1420
H  0.9210  -2.4056  -0.8184  0.1710
H  -0.5253  -1.8880  -0.0261  0.2049
H  1.8089  0.6458  1.7273  0.1922
H  0.4431  1.9469  1.7363  0.1548
H  0.8906  0.9242  3.2307  0.1516

Cartesian forces (eV/Å) of the 3 atoms listed first:
C -1.3 -0.3 1.0
C -0.9 0.9 -0.3
C 0.0 2.6 0.9

* frontier orbital gap (alpha / beta): 7.2 / 6.4 eV
* energy relative to the best compared isomer or geometry (same formula, charge and spin): 120.7 kcal/mol
* total charge: -1


C3H9N2O | the ωB97M-V functional and the def2-TZVPD basis

Last column: natural (NBO) charge in e.
Geometry (Å):
C  2.1044  2.7232  1.0086  -0.1343
N  1.0339  2.5860  1.7210  -0.6562
H  2.7573  3.6271  1.1947  0.0984
H  2.4144  1.9761  0.2304  0.1833
H  0.5719  1.6987  1.3976  0.4209
C  -0.5678  -0.4952  0.2570  -0.0289
O  0.5027  0.3551  0.2495  -1.0234
C  -0.5583  -1.4157  -0.9690  -0.5407
N  -1.7010  -2.3523  -0.9730  -1.2208
H  -0.5745  -1.1488  1.1626  0.0788
H  -1.5794  0.0664  0.2341  0.0556
H  -0.5301  -0.7576  -1.8723  0.1333
H  0.3976  -1.9903  -0.9313  0.1553
H  -2.6067  -1.8591  -0.9738  0.2864
H  -1.6644  -3.0134  -1.7361  0.1922

Cartesian forces (eV/Å) of the 3 atoms listed first:
C -1.2 -0.1 1.0
N 1.9 0.6 -1.0
H -0.5 -0.8 -0.3

* frontier orbital gap (alpha / beta): 1.8 / 5.9 eV
* expectation value of S²: 0.7509
* energy relative to the best compared isomer or geometry (same formula, charge and spin): 19.7 kcal/mol
* total charge: -2
* multiplicity: 2


C3H9N2O | the ωB97M-V functional and the def2-TZVPD basis

Last column: natural (NBO) charge in e.
Geometry (Å):
N  -1.4144  -0.6722  1.2131  -0.8240
C  -0.7416  0.0970  0.2345  -0.1044
C  -0.1416  -1.0326  -1.3449  -0.4305
C  0.5202  0.6163  0.5141  0.6658
N  1.1320  1.5108  -0.2695  -0.7866
O  1.2428  0.1185  1.5129  -0.6168
H  -1.5837  -0.1492  2.0541  0.4002
H  -2.2836  -1.0412  0.8580  0.3910
H  2.1204  -0.1737  1.2298  0.5257
H  -1.4769  0.5821  -0.3929  0.2410
H  0.6589  -0.6012  -1.9266  0.2080
H  -0.0006  -1.8763  -0.6993  0.2391
H  -1.1341  -0.8874  -1.7970  0.2288
H  1.8882  2.0872  0.0921  0.4316
H  1.2140  1.4220  -1.2785  0.4312

Cartesian forces (eV/Å) of the 3 atoms listed first:
N 0.8 -0.7 -0.3
C -1.9 -1.4 -1.6
C -1.9 1.8 2.3

* frontier orbital gap: 8.5 eV
* energy relative to the best compared isomer or geometry (same formula, charge and spin): 79.0 kcal/mol
* total charge: +1